Entry 1:
Molecular formula: C7H14O
Method: DFT, wB97M-V/def2-TZVPD

Each line ends with the Löwdin charge.
Element x y z (Å)
1 C -0.6700 -0.3734 0.2566  -0.316
2 C 0.4033 -1.0176 -0.5635  -0.370
3 C -0.3755 -0.2993 1.7076  -0.067
4 C -2.0877 -0.3351 -0.1996  -0.060
5 C 0.0263 1.6384 -0.4189  -0.007
6 C 1.3708 0.1480 -0.6938  -0.259
7 C 2.4141 0.3013 0.1982  -0.023
8 O 0.0013 -1.4013 -1.8768  -0.025
9 H -0.5731 -2.1729 -1.8059  0.098
10 H 0.8902 -1.8616 -0.0527  0.152
11 H 1.4332 0.4371 -1.7384  0.129
12 H 0.6088 0.1862 1.8579  0.077
13 H -1.1452 0.2481 2.2560  0.087
14 H -0.2749 -1.2963 2.1555  0.095
15 H -2.6518 -1.2051 0.1651  0.095
16 H -2.5863 0.5537 0.2036  0.090
17 H -2.1644 -0.3153 -1.2869  0.081
18 H -0.3316 1.9773 0.5506  0.045
19 H -0.7423 1.6868 -1.1892  0.046
20 H 0.8139 2.3433 -0.6789  0.045
21 H 2.6328 -0.4478 0.9470  0.043
22 H 3.0083 1.2055 0.2065  0.044

Computed properties:
HOMO-LUMO gap (spin up / spin down) = 7.38 / 7.35 eV
energy = -350.1750 Ha
HOMO level (spin up / spin down) = -6.9 / -6.9 eV
relative energy (zero: lowest compared OMol25 entry of this formula, charge and spin) = 5.0185 eV
multiplicity = 1

---

Entry 2:
Molecular formula: C7H14O
Method: DFT, wB97M-V/def2-TZVPD

Each line ends with the Löwdin charge.
Element x y z (Å)
1 C -2.5058 -0.7353 0.4337  -0.078
2 C -1.0357 -0.5298 0.7002  -0.307
3 C -0.4190 -1.4269 1.4776  0.021
4 C 0.9734 0.8240 0.2716  -0.146
5 C -0.3191 0.6007 0.0577  -0.253
6 C -1.0472 1.3400 -1.0627  -0.054
7 C 1.8139 1.9052 -0.3025  -0.082
8 H -3.1246 0.1347 0.6456  0.077
9 H -2.6433 -0.9933 -0.6172  0.084
10 H -2.9269 -1.5317 1.0549  0.077
11 H 0.6589 -1.4806 1.5916  0.045
12 H -0.8363 -2.0813 2.2205  0.054
13 H 1.4665 0.2845 1.0706  0.097
14 H -1.0689 2.4377 -1.0365  0.080
15 H -0.5086 1.0370 -1.9719  0.094
16 H -2.1024 1.1109 -1.1521  0.051
17 H 1.2395 2.5129 -0.9866  0.058
18 H 2.3879 2.4708 0.4318  0.077
19 H 2.6090 1.4582 -0.9218  0.082
20 H 2.8290 -2.1025 -0.9568  0.042
21 H 1.3837 -2.2847 -0.5818  0.037
22 O 1.9761 -1.6539 -1.0298  -0.057

Computed properties:
HOMO-LUMO gap = 8.80 eV
energy = -350.2962 Ha
HOMO level = -8.0 eV
relative energy (zero: lowest compared OMol25 entry of this formula, charge and spin) = 1.7216 eV
multiplicity = 1

---

Entry 3:
Molecular formula: C7H14O
Method: DFT, wB97M-V/def2-TZVPD

Each line ends with the Löwdin charge.
Element x y z (Å)
1 C 2.0389 2.3957 -0.8717  -0.271
2 O 2.2706 1.8778 0.4629  -0.083
3 C 1.0200 1.5075 -1.5063  -0.156
4 C -0.2575 1.9043 -1.6953  0.011
5 H 2.9954 2.3858 -1.4473  0.118
6 H 1.6684 3.4304 -0.8254  0.109
7 H 2.8779 2.4484 0.9353  0.072
8 H 1.3663 0.5279 -1.7450  0.093
9 H -1.0451 1.2052 -2.0040  0.037
10 H -0.5208 2.9511 -1.4999  0.067
11 C -0.4282 -1.7158 1.2118  -0.172
12 C -1.5888 -1.6764 0.5164  -0.172
13 C -2.1076 -0.5077 -0.2953  -0.123
14 C 0.0043 -2.9264 1.9959  -0.120
15 H 0.2409 -0.8638 1.2203  0.094
16 H -2.2151 -2.5653 0.5543  0.091
17 H -1.8973 -0.6899 -1.3785  0.075
18 H -3.1771 -0.3876 -0.2020  0.059
19 H -1.6261 0.4473 0.0143  0.065
20 H -0.7326 -3.7426 1.9111  0.072
21 H 0.1368 -2.6793 3.0295  0.054
22 H 0.9767 -3.3267 1.6188  0.080

Computed properties:
HOMO-LUMO gap = 9.81 eV
energy = -350.2815 Ha
HOMO level = -8.9 eV
relative energy (zero: lowest compared OMol25 entry of this formula, charge and spin) = 2.1207 eV
multiplicity = 1

---

Entry 4:
Molecular formula: C7H14O
Method: DFT, wB97M-V/def2-TZVPD

Each line ends with the Löwdin charge.
Element x y z (Å)
1 C -1.6959 3.3037 -1.5379  -0.111
2 C -1.6406 1.7607 -1.5605  -0.264
3 C -0.4484 1.3197 -0.8041  -0.178
4 C -0.2727 0.3921 0.0918  -0.146
5 C 0.8692 0.0224 0.8999  -0.145
6 C 0.9578 -0.1607 2.1866  -0.223
7 C 2.1266 -0.7085 2.8351  -0.140
8 H -1.7166 3.7227 -0.5143  0.097
9 H -0.9749 3.7936 -2.1859  0.076
10 H -2.4992 3.5022 -2.0900  0.009
11 H -1.4882 1.2742 -2.5408  0.111
12 H -2.6829 1.3230 -1.2893  0.138
13 H 0.3333 2.1719 -0.8477  0.141
14 H -1.2430 -0.0541 0.3272  0.116
15 H 1.7386 -0.2935 0.2782  0.129
16 H 0.1281 -0.0097 2.9230  0.126
17 H 2.7891 0.1344 2.9291  0.072
18 H 2.4956 -1.6180 2.2391  0.102
19 H 1.9244 -1.2493 3.8154  0.091
20 H 0.1751 -6.4194 -2.4307  0.090
21 H 0.9532 -5.8577 -1.3189  -0.014
22 O 0.1715 -6.3497 -1.4051  -0.076

Computed properties:
HOMO-LUMO gap = 9.44 eV
energy = -350.2431 Ha
HOMO level = -8.6 eV
relative energy (zero: lowest compared OMol25 entry of this formula, charge and spin) = 3.1668 eV
multiplicity = 1

---

Entry 5:
Molecular formula: C7H14O
Method: DFT, wB97M-V/def2-TZVPD

Each line ends with the Löwdin charge.
Element x y z (Å)
1 C -1.3060 0.7017 -0.0020  -0.386
2 C 0.0047 -0.0564 -0.5823  -0.294
3 C -2.0452 -0.0359 1.1090  -0.051
4 C -0.1302 -1.5790 -0.5571  -0.057
5 C 2.4746 0.4491 -0.8640  -0.041
6 C 1.2451 0.3800 0.1159  -0.327
7 C 1.3990 0.6194 1.4048  0.049
8 O -2.1850 0.9846 -1.0716  -0.042
9 H -2.5677 0.1541 -1.3778  0.089
10 H -0.9862 1.6860 0.3541  0.139
11 H 0.0575 0.2752 -1.6252  0.136
12 H -2.8848 0.5704 1.4476  0.084
13 H -2.4408 -0.9847 0.7494  0.076
14 H -1.3972 -0.2290 1.9581  0.068
15 H -1.0457 -1.8972 -1.0539  0.077
16 H 0.7086 -2.0311 -1.0826  0.076
17 H -0.1348 -1.9515 0.4638  0.083
18 H 2.3669 1.3324 -1.4924  0.076
19 H 3.4000 0.5164 -0.2985  0.066
20 H 2.5297 -0.4267 -1.5084  0.068
21 H 0.5845 0.6005 2.1071  0.049
22 H 2.3529 0.9217 1.8059  0.060

Computed properties:
HOMO-LUMO gap = 10.29 eV
energy = -350.3250 Ha
HOMO level = -9.4 eV
relative energy (zero: lowest compared OMol25 entry of this formula, charge and spin) = 0.9386 eV
multiplicity = 1

---

Entry 6:
Molecular formula: C7H14O
Method: DFT, wB97M-V/def2-TZVPD

Each line ends with the Löwdin charge.
Element x y z (Å)
1 C -2.8753 0.7435 0.5589  -0.110
2 C -2.5351 -0.1563 -0.6238  -0.260
3 C -1.0744 -0.5109 -0.7291  -0.133
4 C -0.1739 0.1988 -1.4049  -0.122
5 C 1.2721 -0.0564 -1.4075  -0.129
6 C 2.0138 -0.2512 -0.3004  -0.162
7 C 3.5161 -0.1484 -0.3405  -0.102
8 H -2.2250 1.6220 0.5675  0.074
9 H -2.8029 0.2303 1.5162  0.066
10 H -3.8944 1.1202 0.4885  0.065
11 H -3.1653 -1.0325 -0.7522  0.104
12 H -2.7148 0.4698 -1.5074  0.100
13 H -0.7525 -1.4317 -0.2541  0.111
14 H -0.5207 1.1562 -1.8028  0.111
15 H 1.8558 -0.1454 -2.3305  0.108
16 H 1.5002 -0.7330 0.5298  0.085
17 H 3.9299 -0.8146 -1.1015  0.077
18 H 3.7732 0.8868 -0.5466  0.073
19 H 3.9044 -0.4082 0.6376  0.064
20 H 0.2237 -0.0519 3.6941  0.035
21 H 0.4364 -0.0511 2.1747  0.011
22 O 0.3086 -0.6362 2.9342  -0.067

Computed properties:
HOMO-LUMO gap = 9.44 eV
energy = -350.2879 Ha
HOMO level = -8.6 eV
relative energy (zero: lowest compared OMol25 entry of this formula, charge and spin) = 1.9482 eV
multiplicity = 1

---

Entry 7:
Molecular formula: C7H14O2
Method: DFT, wB97M-V/def2-TZVPD

Each line ends with the Löwdin charge.
Element x y z (Å)
1 C 0.5679 -2.8601 -1.2978  -0.102
2 C -0.8213 -2.8553 -0.6187  -0.246
3 C -0.9382 -1.6458 0.2884  -0.115
4 C -0.9227 -0.4188 -0.2659  -0.119
5 C -1.1700 0.7869 0.6028  -0.054
6 C -0.5220 1.9416 0.4194  -0.319
7 O 0.4385 2.0523 -0.6994  -0.030
8 C -0.7243 3.1312 1.2937  -0.032
9 H 0.4610 -3.3520 -2.1805  0.025
10 H 1.3851 -3.2202 -0.7167  0.059
11 H 0.9042 -1.7513 -1.4329  0.099
12 H -1.4248 -2.8533 -1.5076  0.088
13 H -1.0421 -3.7946 -0.0102  0.120
14 H -0.6051 -1.7765 1.3225  0.118
15 H -0.9628 -0.1704 -1.2890  0.099
16 H -1.9092 0.5227 1.3281  0.106
17 H 0.0664 2.8015 -1.2096  0.101
18 H 0.1502 3.2012 1.8885  0.079
19 H -1.5081 2.9419 1.9633  0.066
20 H -0.9562 4.0067 0.7334  0.075
21 H 2.0106 -0.0678 0.2000  0.038
22 H 3.4030 0.4873 -0.0236  0.053
23 O 2.9629 -0.2339 0.4998  -0.110

Computed properties:
HOMO-LUMO gap = 9.15 eV
energy = -425.5066 Ha
HOMO level = -8.5 eV
relative energy (zero: lowest compared OMol25 entry of this formula, charge and spin) = 2.6848 eV
multiplicity = 1

---

Entry 8:
Molecular formula: C7H14O2
Method: DFT, wB97M-V/def2-TZVPD

Each line ends with the Löwdin charge.
Element x y z (Å)
1 O 3.8145 -0.8535 0.9016  0.014
2 C 2.6824 -0.8694 1.3896  -0.230
3 C 1.8705 0.3736 1.1698  -0.182
4 C 0.4868 -0.0827 1.0257  -0.228
5 C -0.1300 0.3857 -0.3200  -0.341
6 C -0.1253 -0.6574 -1.1942  -0.130
7 C -1.0420 -0.7573 -2.4497  -0.077
8 C -0.4450 1.7897 -0.5607  -0.068
9 H 2.2132 -1.8453 1.6906  0.133
10 H 1.8434 1.1975 1.8284  0.104
11 H 2.3392 0.7190 0.1466  0.170
12 H -0.0232 0.6968 1.7179  0.132
13 H 0.1184 -1.0559 1.3175  0.102
14 H 0.3990 -1.6259 -0.9236  0.123
15 H -1.8587 -1.2528 -2.0337  0.038
16 H -1.3775 0.2377 -2.8380  0.081
17 H -0.2612 -1.3109 -3.0135  0.079
18 H -1.5453 1.9446 -0.8273  0.105
19 H -0.0972 2.4428 0.2764  0.097
20 H -0.0414 2.1722 -1.4818  0.074
21 H -3.0356 -0.0746 0.8143  0.023
22 H -2.7511 -1.2471 1.6205  0.040
23 O -3.0336 -0.3268 1.7434  -0.057

Computed properties:
HOMO-LUMO gap = 9.32 eV
energy = -425.4721 Ha
HOMO level = -8.8 eV
relative energy (zero: lowest compared OMol25 entry of this formula, charge and spin) = 3.6218 eV
multiplicity = 1

---

Entry 9:
Molecular formula: C7H14O3
Method: DFT, wB97M-V/def2-TZVPD

Each line ends with the Löwdin charge.
Element x y z (Å)
1 C 1.3359 0.8146 -2.0207  -0.078
2 C 2.2301 -1.7863 0.2875  0.020
3 C 1.5362 -0.4585 0.0538  -0.478
4 O 1.1345 -0.4041 -1.3304  -0.107
5 O 1.9481 0.5378 0.6343  0.057
6 H 1.7439 1.6493 -1.4456  0.088
7 H 0.3561 1.0743 -2.4307  0.087
8 H 2.0740 0.6716 -2.8129  0.088
9 H 2.7544 -1.8103 1.2416  0.090
10 H 1.5206 -2.6122 0.2848  0.074
11 H 2.9685 -1.9594 -0.4922  0.096
12 C -2.5539 -0.0307 -0.5124  -0.012
13 C -1.0488 1.7644 1.4017  -0.088
14 C -1.3977 -0.4894 0.3059  -0.404
15 C -0.6392 0.3440 1.0973  -0.159
16 O -1.3345 -1.8223 0.4642  0.045
17 H -0.5174 -2.0438 0.9414  0.096
18 H -0.1530 -0.0887 1.9680  0.113
19 H -2.1959 0.7169 -1.2241  0.089
20 H -3.3319 0.3923 0.1254  0.086
21 H -3.0120 -0.8835 -1.0076  0.084
22 H -0.6366 2.0817 2.3603  0.074
23 H -2.1278 1.8950 1.4611  0.066
24 H -0.6537 2.4472 0.6493  0.072

Computed properties:
HOMO-LUMO gap = 8.64 eV
energy = -500.7583 Ha
HOMO level = -7.9 eV
relative energy (zero: lowest compared OMol25 entry of this formula, charge and spin) = 2.8541 eV
multiplicity = 1

---

Entry 10:
Molecular formula: C7H14O4
Method: DFT, wB97M-V/def2-TZVPD

Each line ends with the Löwdin charge.
Element x y z (Å)
1 C 2.7044 1.3313 -0.1360  -0.094
2 C 1.9599 -0.9121 -0.0938  -0.361
3 C 0.8669 -0.9561 0.9818  -0.100
4 C -0.4617 -1.4291 0.3710  -0.094
5 C -0.8468 -0.5053 -0.8652  -0.291
6 C -2.0870 0.3699 -0.5613  -0.392
7 C -1.8762 1.4248 0.5512  -0.018
8 H 1.7193 1.6403 0.2269  0.079
9 H 3.4172 2.0297 0.3081  0.089
10 H 2.7170 1.5468 -1.2248  0.099
11 H 2.5205 -1.8369 -0.2385  0.168
12 H 1.1930 -1.6158 1.7929  0.125
13 H 0.7372 -0.0259 1.4892  0.096
14 H -0.3842 -2.4626 0.0575  0.109
15 H -1.2677 -1.3111 1.1800  0.136
16 H -1.2107 -1.2676 -1.6383  0.162
17 H -2.3785 0.9070 -1.4596  0.141
18 H -1.2841 0.9176 1.3633  0.086
19 H -1.4300 2.3228 0.1204  0.079
20 H -2.8178 1.8126 0.9938  0.089
21 H -3.3416 -1.0768 -0.7139  0.074
22 O 3.0102 -0.0130 0.2068  -0.108
23 O 0.2643 0.1813 -1.2839  -0.048
24 O 1.4006 -0.6443 -1.3409  -0.018
25 O -3.1242 -0.4277 -0.0868  -0.011

Computed properties:
HOMO-LUMO gap = 10.57 eV
energy = -575.9424 Ha
HOMO level = -9.8 eV
relative energy (zero: lowest compared OMol25 entry of this formula, charge and spin) = 3.1170 eV
multiplicity = 1

---

Entry 11:
Molecular formula: C7H14O4Y
Method: DFT, wB97M-V/def2-TZVPD

Each line ends with the Löwdin spin population.
Element x y z (Å)
1 O 0.7792 -1.9342 -4.2075  0.184
2 C 0.9647 -2.0766 -2.9567  -0.030
3 C 0.5270 -3.3759 -2.3187  -0.009
4 O 1.3401 -4.4376 -2.7094  -0.002
5 C 1.0131 -5.6592 -2.0950  -0.001
6 H 0.6003 -0.6127 -2.0871  0.112
7 H -0.5331 -3.5495 -2.5919  0.000
8 H 0.5486 -3.2417 -1.2175  0.000
9 H 1.6891 -6.4236 -2.4961  0.000
10 H 1.1401 -5.5961 -1.0002  0.000
11 H -0.0265 -5.9543 -2.3139  0.000
12 H 2.0294 -1.8723 -2.6913  0.019
13 O 0.7897 1.7989 2.4387  0.001
14 C 1.3166 0.5643 2.0644  0.001
15 C 1.5655 0.4925 0.5626  0.003
16 O 0.3823 1.0117 -0.1014  -0.005
17 C 0.3258 0.7709 -1.4903  0.068
18 C -0.7399 1.4349 -2.1385  0.546
19 Y -0.4576 2.6138 1.2251  0.019
20 H 0.6383 -0.2658 2.3412  0.000
21 H 2.2838 0.3596 2.5598  0.000
22 H 1.7266 -0.5432 0.2409  0.001
23 H 2.4212 1.1148 0.2574  0.000
24 H 1.3054 1.0210 -1.9249  0.025
25 H -1.6554 1.6789 -1.5975  0.042
26 H -0.7536 1.4730 -3.2267  0.025

Computed properties:
HOMO-LUMO gap (spin up / spin down) = 4.49 / 4.42 eV
energy = -613.5422 Ha
<S²> = 0.81
net charge = +2
HOMO level (spin up / spin down) = -14.6 / -14.7 eV
multiplicity = 2